Record 1
The following is a DFT calculation (ωB97M-V with the def2-TZVPD basis set) of C4H8N2O2 in the gas phase.

Geometry as XYZ:
```
16
Properties=species:S:1:pos:R:3:forces:R:3:lowdin_charge:R:1
C -1.3539 0.9798 1.5837 0.2 -0.1 0.1 -0.26
C 1.0049 -0.7374 -0.8790 -0.3 -0.1 -0.1 -0.52
H 0.4894 -0.0499 1.6674 0.1 0.0 -0.1 0.12
C -0.4140 -0.0805 1.0593 0.1 0.1 -0.1 -0.12
O 0.7599 -1.6923 -1.5869 0.0 -0.1 0.0 0.06
N 2.2368 -0.4918 -0.3768 0.6 0.5 0.2 0.17
H 2.4656 0.3947 0.0476 -0.2 -0.1 0.0 0.11
H 3.0240 -1.0337 -0.6919 -0.2 -0.2 -0.1 0.11
H -1.1953 0.3951 -2.1341 0.0 -0.1 0.2 0.09
H 0.2125 1.2587 -0.4921 0.1 -0.2 -0.1 0.15
H -0.8233 -1.0866 1.1111 -0.2 -0.1 0.1 0.12
N -1.3271 0.0604 -1.1831 -0.3 0.4 -0.3 0.06
C -0.1130 0.2130 -0.4217 0.2 -0.1 0.2 -0.34
H -2.4254 0.7358 1.5906 -0.2 0.1 0.0 0.12
O -0.9410 2.0457 1.9639 -0.2 -0.1 -0.1 0.05
H -1.5998 -0.9110 -1.2578 0.2 -0.1 0.0 0.08
```
Positions in Å, forces in eV/Å.

Total charge = 0
E = -11353.1630 eV
Lowest unoccupied orbital energy = 0.7 eV
Frontier orbital gap = 10.31 eV
Structure (SMILES) = NC(=O)[C@@H](N)CC=O
HOMO energy = -0.352 Ha

=====

Record 2
The following is a DFT calculation (ωB97M-V with the def2-TZVPD basis set) of 2 unconnected molecules or ions with the total composition C3H10O.

Geometry as XYZ:
```
14
Properties=species:S:1:pos:R:3:forces:R:3:lowdin_charge:R:1
H -2.4053 1.6661 -1.3295 0.8 -0.5 -0.3 0.08
H 0.6247 -0.7764 0.0129 -0.9 -0.2 0.3 0.07
H -1.2869 0.5493 -2.3962 -0.6 0.3 0.7 0.08
H -0.9962 2.3032 -2.3706 -1.7 -0.6 -0.3 0.08
C 1.4737 -1.6973 1.6825 1.3 -0.1 1.3 -0.17
H 1.5155 -2.7704 2.0290 -0.1 1.0 -0.6 0.07
H -0.5210 1.9252 0.0670 0.7 -1.5 -3.1 0.13
H 2.3966 -1.4511 1.0857 -0.8 -0.5 0.8 0.07
H -0.2541 -2.1244 0.6500 -2.2 -3.2 -1.4 0.02
C -1.4079 1.4496 -1.7659 2.6 1.8 -0.4 -0.13
H -0.3812 -0.7053 1.4061 -2.5 2.7 2.2 0.02
C 0.2393 -1.2977 0.9096 4.7 0.4 -2.1 -0.16
H 1.4970 -1.1014 2.6187 0.4 -0.3 -0.4 0.06
O -0.2525 1.4697 -0.8413 -1.8 0.6 3.4 -0.22
```
Positions in Å, forces in eV/Å.

Total charge = 0
E = -5318.8177 eV
Lowest unoccupied orbital energy = 0.9 eV
Frontier orbital gap = 10.90 eV
Structure (SMILES) = CC.CO
HOMO energy = -0.368 Ha

=====

Record 3
The following is a DFT calculation (ωB97M-V with the def2-TZVPD basis set) of 2 unconnected molecules or ions with the total composition C7H9NO3P.

Geometry as XYZ:
```
21
Properties=species:S:1:pos:R:3:forces:R:3:lowdin_charge:R:1
H 2.3205 -1.9456 -0.3761 -0.5 -1.2 -3.3 0.04
H 0.5540 1.1453 1.6287 0.4 0.2 0.3 0.01
H -1.6521 2.3480 1.1459 0.2 2.0 1.3 0.05
C -3.0317 1.5642 -0.2408 0.2 1.0 0.0 -0.16
H 2.6058 -2.5217 1.1589 0.2 -2.3 1.9 0.06
N 0.3404 0.3407 1.0489 0.8 2.0 0.7 0.00
H -2.9012 -1.6139 -1.3898 1.4 1.8 0.9 0.12
O 3.7377 -0.0551 -1.7145 -0.8 0.7 -0.3 -0.29
C -1.8179 1.6173 0.4380 1.3 -1.2 -0.3 -0.08
C -0.7786 0.6040 0.4036 -2.8 -1.5 -0.6 -0.42
C 2.3140 -1.7164 0.6094 0.3 3.0 -0.3 -0.11
H -0.8052 -1.4363 -0.1708 1.9 -2.4 0.4 0.06
H -3.7079 2.4436 -0.1081 0.4 -0.9 -0.2 0.10
H 1.4667 -1.0918 0.8367 -1.0 -0.4 0.6 0.01
O 3.4233 -0.8266 0.7626 2.9 4.3 -1.1 -0.29
C -2.4519 -0.6259 -0.9268 -2.4 -0.7 -1.6 -0.15
O 5.1709 1.1401 0.1324 -2.6 -0.6 -0.1 -0.31
H -4.1415 0.3112 -1.6029 -3.0 0.1 -1.6 0.03
P 3.9657 0.3807 -0.3393 1.5 -4.0 2.5 0.64
C -3.3235 0.4855 -1.0430 2.5 -0.7 1.7 -0.18
C -1.2874 -0.5475 -0.2531 -1.2 0.7 -1.0 -0.11
```
Positions in Å, forces in eV/Å.

Total charge = -1
E = -24325.9499 eV
Lowest unoccupied orbital energy (alpha / beta) = 1.6 / 1.6 eV
Frontier orbital gap (alpha / beta) = 4.38 / 4.38 eV
HOMO energy (alpha / beta) = -0.102 / -0.102 Ha

=====

Relative energy (zero: lowest compared OMol25 entry of this formula, charge and spin) across the listed records, respectively: 0.950, 1.795, 3.479 eV.
F_max across the listed records, respectively: 0.796, 5.186, 5.293 eV/Å.